# C30H62AlO12

A structure of composition C30H62AlO12 at a distorted geometry (ωB97M-V/def2-TZVPD, OMol25).

Geometry as XYZ:
```
105
Properties=species:S:1:pos:R:3:forces:R:3
C 5.072260 -2.541293 -2.292986 0.3 0.2 0.5
C 3.908359 -2.025303 -3.241244 0.6 -0.5 -4.0
O 4.097779 -2.124588 -4.482077 -0.7 0.4 4.3
O 2.655907 -1.509068 -2.822343 2.6 -0.3 0.4
C 2.724756 -0.094566 -2.484889 -1.6 0.9 0.3
C 1.557530 0.204577 -1.435828 0.1 0.7 0.5
C 1.962757 0.036721 0.104738 -0.6 0.0 -0.2
C 2.632857 -1.365907 0.482446 -0.3 0.1 1.3
C 1.586025 -2.483986 0.979288 0.2 -0.4 -0.5
C 1.008529 -3.334176 -0.270512 0.7 0.6 0.3
C 1.963698 -4.595827 -0.515267 -1.2 -0.2 -0.5
C 1.412875 -5.613505 -1.649486 0.7 0.8 0.4
Al 2.733761 -7.219797 -1.734904 -0.8 0.4 -0.1
H 6.075809 -2.314228 -2.799334 -1.7 -0.3 0.5
H 5.037879 -3.678107 -2.125588 -0.3 1.7 -0.4
H 5.111724 -2.053884 -1.266107 -0.3 -0.6 -1.3
H 2.464097 0.477707 -3.453011 0.8 -0.7 1.4
H 3.727297 0.234634 -2.052127 -1.1 -0.6 -0.7
H 0.611946 -0.404757 -1.633188 1.6 0.7 0.0
H 1.239852 1.306501 -1.565639 0.5 -1.7 0.1
H 0.976609 0.106001 0.703545 1.4 0.0 -0.9
H 2.574254 0.951881 0.444006 -0.6 -1.6 -0.6
H 3.242078 -1.837414 -0.352569 -0.8 0.8 1.0
H 3.324820 -1.165286 1.383708 -0.8 -0.3 -1.5
H 2.182519 -3.172655 1.686226 -1.1 0.8 -1.0
H 0.706475 -2.065877 1.569386 1.3 -0.1 -0.6
H -0.099934 -3.615899 -0.141328 1.7 0.1 0.0
H 1.039594 -2.613428 -1.171241 0.0 -1.3 1.2
H 2.113106 -5.178727 0.467746 -0.3 1.0 -1.4
H 2.993232 -4.192655 -0.805356 -1.2 -0.6 0.3
H 1.445544 -5.081644 -2.658878 -0.4 -0.5 1.2
H 0.361423 -6.006760 -1.418306 1.3 0.8 -0.2
H 3.587961 -7.134143 -0.375628 0.3 -0.1 0.3
H 1.798777 -8.536109 -1.788378 0.0 -0.3 0.0
H 3.677165 -7.161478 -3.041142 0.2 0.1 -0.2
O -1.464106 0.565725 -1.725354 -0.1 0.3 -0.7
C -1.606260 0.520360 -2.924588 -0.4 -0.2 0.6
O -1.061148 1.471247 -3.704843 0.5 0.2 0.2
C -1.001720 1.403594 -5.136435 -0.2 0.0 -0.2
C -2.278957 1.928967 -5.759804 -0.2 0.0 0.1
C -2.464414 -0.537915 -3.557896 0.2 -0.6 -0.2
H -0.755090 0.393210 -5.471520 -0.1 0.0 0.1
H -0.166680 2.040227 -5.437379 0.0 0.0 0.3
H -3.143712 1.327595 -5.472963 0.1 -0.1 -0.1
H -2.203643 1.928068 -6.849659 0.0 0.0 0.1
H -2.476190 2.949291 -5.421240 0.1 0.0 -0.1
H -3.508628 -0.218292 -3.529401 0.1 0.0 -0.1
H -2.355576 -1.459331 -2.981878 -0.1 0.2 0.1
H -2.181297 -0.781141 -4.578918 -0.2 0.1 -0.1
O -5.955553 -1.571597 -5.021556 0.5 -0.5 0.0
C -5.529786 -2.628619 -4.614980 -0.4 0.3 -0.1
O -4.574584 -3.282200 -5.299189 0.2 0.5 -0.2
C -3.867349 -4.431489 -4.805471 0.0 -0.3 0.1
C -4.636037 -5.706182 -5.086726 -0.2 -0.1 0.0
C -6.120967 -3.275543 -3.393297 0.2 0.1 0.6
H -3.619216 -4.314909 -3.747765 -0.1 0.0 -0.1
H -2.917346 -4.459194 -5.343181 -0.2 0.2 0.0
H -5.601778 -5.714462 -4.577450 0.1 0.0 0.1
H -4.065770 -6.578670 -4.760541 0.0 0.1 0.0
H -4.841027 -5.799102 -6.156168 0.1 0.0 0.1
H -7.011673 -3.837733 -3.681397 0.1 0.0 0.0
H -6.405065 -2.489327 -2.691210 -0.1 0.0 -0.2
H -5.430640 -3.925560 -2.861623 -0.1 -0.2 -0.1
O 3.673519 3.090134 1.674438 -0.6 -0.1 0.8
C 2.995123 3.299689 2.657275 0.2 0.1 -0.7
O 2.122410 2.370693 3.092480 0.4 -0.4 -0.2
C 1.424226 2.437854 4.344216 -0.3 0.1 0.1
C 0.154824 3.255490 4.215695 0.0 0.2 -0.1
C 3.044305 4.630845 3.354041 0.4 0.2 0.5
H 2.079607 2.800614 5.140347 0.0 0.1 -0.1
H 1.163970 1.409214 4.604091 0.2 0.0 -0.2
H 0.367885 4.290869 3.942234 0.0 0.0 0.1
H -0.400344 3.253745 5.156762 0.0 0.0 0.0
H -0.483785 2.845727 3.429282 0.1 -0.1 0.1
H 2.374622 5.327287 2.845243 0.0 -0.1 0.0
H 4.066715 5.010749 3.299573 -0.1 0.0 -0.2
H 2.791983 4.584415 4.410655 -0.2 0.0 0.0
O -1.680363 -2.383544 6.974792 0.1 0.2 -0.7
C -1.829401 -2.429430 5.775236 -0.2 0.0 0.5
O -1.281195 -1.485179 4.991149 0.4 0.2 0.3
C -1.231433 -1.553413 3.556839 -0.2 0.0 -0.3
C -2.507220 -1.014691 2.942713 -0.2 0.0 0.0
C -2.701399 -3.480999 5.147198 0.2 -0.6 -0.2
H -0.997126 -2.565928 3.219736 -0.1 0.0 0.1
H -0.393194 -0.924715 3.249050 0.0 -0.1 0.3
H -3.376289 -1.607292 3.235724 0.1 -0.1 -0.1
H -2.439333 -1.016015 1.852380 0.0 0.0 0.1
H -2.691606 0.007537 3.282864 0.1 0.0 -0.1
H -3.741669 -3.150661 5.181777 0.1 0.0 0.0
H -2.598854 -4.402196 5.723818 -0.1 0.2 0.1
H -2.426820 -3.727626 4.124686 -0.1 0.2 -0.1
O 0.111020 6.558976 2.406380 0.4 0.6 0.8
C 0.648411 7.511277 2.926483 -0.4 -0.3 -0.7
O 0.598236 7.673337 4.262101 0.0 -0.5 0.3
C 1.360481 8.648623 4.986963 0.0 0.3 0.0
C 0.647381 9.985070 5.016173 -0.1 0.1 -0.1
C 1.298906 8.576453 2.088313 0.6 0.0 -0.2
H 2.377430 8.723186 4.593715 -0.1 0.0 -0.1
H 1.451698 8.268013 6.006676 -0.1 -0.2 -0.2
H 0.522446 10.396376 4.012791 0.1 0.0 0.0
H 1.205574 10.705807 5.618129 0.0 -0.1 0.0
H -0.353751 9.873174 5.439577 0.1 0.0 0.1
H 0.538128 9.287221 1.758968 0.1 -0.1 0.0
H 1.746689 8.100262 1.213963 -0.3 0.0 0.0
H 2.103087 9.105079 2.594174 -0.1 0.2 0.1
```
Forces are in eV/Å.

Its HOMO energy is -4.298 eV. The charge is -1. For the HOMO-LUMO gap, the calculation gives 5.81 eV.

***

# C30H62BN2O50PS12

A cluster of 13 separate species, C30H62BN2O50PS12 in total at a distorted geometry (ωB97M-V/def2-TZVPD, OMol25).

Geometry as XYZ:
```
158
Properties=species:S:1:pos:R:3:forces:R:3
C 4.201212 3.679922 -1.856650 -0.3 -0.1 -0.5
C 3.921007 4.475493 -3.158426 0.4 0.5 0.8
B 3.222667 5.869812 -2.938425 0.4 -0.1 0.5
O 3.641589 6.942778 -3.660072 -0.5 -0.2 -0.8
C 2.027175 5.973783 -1.894710 -0.6 -0.2 -1.4
C 0.928533 4.957156 -2.285295 -0.5 0.7 0.9
C -0.107820 5.257976 -1.143895 1.0 -0.4 -2.0
P -1.612650 4.474235 -1.819588 -0.3 -0.8 0.3
N -1.412501 2.972523 -2.195469 0.0 0.1 -0.2
N -0.100683 6.741052 -1.183328 0.4 0.0 1.1
C 1.133218 7.189225 -1.842734 0.2 -1.0 0.6
O 1.335230 8.308216 -2.207748 -0.2 0.2 0.0
H 5.241110 3.811910 -1.569888 0.1 -0.1 0.1
H 3.599917 3.978474 -0.998368 -0.1 0.0 -0.1
H 4.000592 2.625893 -2.035722 0.2 -0.1 0.2
H 4.878787 4.624785 -3.657032 -0.1 0.0 -0.3
H 3.278620 3.922287 -3.850269 0.0 -0.1 0.0
H 2.910633 7.544708 -3.852906 0.3 0.5 0.6
H 2.264188 5.753716 -0.849205 0.5 -0.1 -0.1
H 0.391882 5.346111 -3.158464 0.5 -0.4 -0.6
H 1.249349 3.933244 -2.414649 -0.2 -0.1 0.1
H 0.340145 4.771931 -0.279739 -0.6 0.2 0.5
H -1.945341 5.297396 -2.914481 -0.1 0.4 0.3
H -2.653152 4.608569 -0.873106 0.1 0.6 0.0
H -1.563728 2.841827 -3.191896 0.1 -0.4 0.1
H 0.104490 7.008848 -0.220587 -0.8 0.7 0.0
C 0.262848 0.338249 1.089720 0.2 -0.4 0.0
C 0.231604 0.791726 2.528299 -0.9 0.4 0.0
O 1.477040 1.481287 2.708902 0.3 -0.1 0.0
S 1.896280 2.195817 1.357327 -0.5 -0.7 0.0
O 1.495679 3.565545 1.428614 0.4 0.2 -0.2
O 3.223765 1.817374 1.035614 0.2 0.5 0.1
O 0.894936 1.437856 0.388589 -0.2 0.1 0.2
H 0.881961 -0.551467 0.962867 0.0 0.0 0.0
H -0.728549 0.147818 0.688084 0.0 0.3 -0.2
H 0.150339 -0.024666 3.233963 0.2 0.3 -0.1
H -0.580620 1.503462 2.698525 0.0 0.1 -0.1
C -0.307205 -0.995696 -4.871902 0.4 0.3 0.5
C -1.603140 -1.664025 -4.499391 -0.1 -0.4 -0.5
O -2.589685 -0.622083 -4.645427 0.2 0.1 0.2
S -2.159348 0.354097 -5.825858 0.4 -0.6 0.3
O -2.851898 -0.032497 -7.005855 0.0 0.4 -0.2
O -2.179642 1.684088 -5.332917 -0.3 0.3 -0.2
O -0.646481 -0.118906 -5.958582 -0.3 -0.1 -0.2
H 0.076804 -0.387598 -4.050518 0.0 0.0 0.0
H 0.449340 -1.701235 -5.181306 -0.1 0.2 -0.4
H -1.602336 -2.050872 -3.490389 -0.2 0.1 0.3
H -1.851852 -2.468949 -5.193849 0.0 0.0 0.0
C -0.636203 -0.148297 -9.796591 -0.3 0.7 0.4
C 0.423637 0.277127 -10.779547 -0.1 -0.4 -0.4
O 1.661792 -0.022454 -10.114985 -0.1 0.1 0.3
S 1.473180 -1.313475 -9.189060 -0.4 0.2 -0.2
O 1.946604 -2.453667 -9.887727 0.1 -0.2 0.2
O 1.930102 -0.992212 -7.884875 0.2 -0.1 0.1
O -0.123917 -1.350056 -9.194349 0.3 0.0 -0.3
H -0.772720 0.594727 -9.008362 0.0 0.0 0.0
H -1.586104 -0.341890 -10.279805 0.1 -0.1 0.2
H 0.367504 1.332969 -11.027482 0.2 0.1 0.2
H 0.376184 -0.313637 -11.697409 0.0 0.0 0.0
C 2.761193 -1.773384 6.579307 0.0 0.5 0.1
C 1.346304 -1.970949 7.074930 0.1 -0.4 0.3
O 0.542417 -1.879711 5.889394 0.1 0.3 -0.1
S 1.355461 -2.458231 4.644927 0.2 0.1 0.5
O 0.967031 -3.802195 4.438269 -0.1 1.3 -1.6
O 1.338077 -1.469396 3.620510 0.1 -0.7 0.0
O 2.800965 -2.463257 5.319539 -0.1 -0.2 0.1
H 2.978716 -0.718916 6.399837 0.0 0.0 0.0
H 3.502358 -2.184577 7.258547 0.1 -0.2 -0.2
H 1.046436 -1.217660 7.797509 -0.2 0.1 -0.2
H 1.206508 -2.964878 7.504908 0.0 0.0 0.0
C 2.346180 5.611788 5.730156 0.4 -0.2 0.0
C 1.626093 4.766153 4.706036 -0.4 0.3 -0.3
O 1.413249 3.509960 5.360324 0.4 0.0 0.2
S 1.194316 3.752201 6.928153 0.1 0.1 -0.3
O -0.188619 3.774215 7.202487 0.9 -2.0 0.0
O 2.097716 2.917980 7.638029 0.0 -0.2 0.1
O 1.737317 5.262537 6.978440 -0.2 -0.1 -0.1
H 3.406922 5.356757 5.782322 0.0 0.0 0.0
H 2.240658 6.676825 5.541294 -0.2 0.0 0.2
H 2.201706 4.629449 3.794915 0.0 -0.3 0.0
H 0.650012 5.188505 4.456633 0.0 0.0 0.0
C 3.566169 -5.507546 -4.067908 0.0 -0.4 -0.3
C 4.308251 -4.384610 -4.758291 0.3 0.1 0.4
O 3.273073 -3.537880 -5.266165 -0.2 -0.3 -0.1
S 2.015641 -3.572027 -4.285412 0.8 -0.5 0.0
O 2.078241 -2.446890 -3.427479 -0.3 0.1 0.2
O 0.862225 -3.880234 -5.047825 -0.2 0.1 0.0
O 2.442597 -4.872395 -3.446403 0.2 0.3 0.0
H 3.191439 -6.239176 -4.787822 0.0 0.0 0.0
H 4.175601 -6.011711 -3.321725 -0.1 0.1 0.2
H 4.943404 -4.734861 -5.566614 -0.2 0.1 -0.2
H 4.906423 -3.806545 -4.050777 0.0 0.0 0.0
C -1.402223 -5.502918 2.643448 -0.1 -0.2 0.4
C -1.366919 -6.689323 1.712423 0.1 0.2 -0.3
O -2.585794 -6.579749 0.945970 -0.2 0.1 0.4
S -2.945282 -5.043720 0.746326 0.3 -0.1 0.0
O -2.480138 -4.626593 -0.529807 -0.2 0.2 -0.1
O -4.288571 -4.838492 1.147400 -0.2 0.0 -0.1
O -1.964687 -4.441275 1.847779 0.1 -0.1 -0.2
H -2.062993 -5.679323 3.493987 0.0 0.0 0.0
H -0.418866 -5.227885 3.004668 0.0 0.2 -0.1
H -1.337533 -7.631738 2.242978 -0.3 -0.1 -0.1
H -0.528280 -6.627499 1.024816 0.0 0.0 -0.1
C 3.136414 -8.023043 6.424992 0.2 0.2 0.4
C 1.884412 -8.721637 6.908138 0.0 -0.4 -0.3
O 0.851761 -7.741496 6.763596 0.3 0.3 0.1
S 1.170033 -6.803304 5.496170 0.1 -0.4 0.4
O 0.444927 -7.284854 4.379780 -0.5 0.5 1.2
O 1.107809 -5.449504 5.895157 0.0 -1.1 1.2
O 2.703830 -7.233358 5.312158 -0.2 -0.2 -0.1
H 3.539753 -7.351790 7.186044 0.0 0.0 0.0
H 3.908438 -8.721404 6.113608 0.0 0.1 -0.2
H 1.958039 -9.046833 7.941996 -0.2 0.2 0.1
H 1.635463 -9.576653 6.274962 0.0 0.0 0.0
C -2.920129 8.554907 8.172680 -0.3 0.3 0.4
C -1.442588 8.700161 8.455427 0.2 0.1 -0.5
O -1.073429 7.460739 9.070188 -0.3 0.0 0.2
S -1.962033 6.270243 8.460975 -0.2 0.5 0.1
O -1.229153 5.612916 7.448954 -1.0 1.6 0.0
O -2.547660 5.559897 9.537113 0.1 -0.1 0.1
O -3.084288 7.190690 7.769321 0.3 0.0 -0.1
H -3.512281 8.719643 9.074958 0.0 0.0 0.0
H -3.263775 9.226750 7.390108 -0.1 -0.2 -0.1
H -1.222872 9.534071 9.115707 0.1 -0.2 0.2
H -0.867739 8.807427 7.532401 0.0 0.1 0.0
C -6.559836 8.690038 4.097882 0.4 -0.1 -0.1
C -6.571975 7.722216 5.261175 -0.4 -0.2 -0.1
O -6.207098 8.525110 6.392422 0.3 0.2 -0.2
S -6.764202 10.012448 6.196556 0.0 -0.3 -0.2
O -7.986114 10.137302 6.900274 0.0 0.3 0.1
O -5.684557 10.913251 6.382071 0.0 0.1 0.3
O -7.091414 9.910041 4.634946 -0.2 -0.2 0.1
H -5.543207 8.883775 3.750479 0.0 0.0 0.0
H -7.167099 8.348539 3.264552 -0.2 0.2 0.0
H -5.870335 6.902954 5.134135 0.2 0.1 0.2
H -7.571587 7.320058 5.436808 0.0 0.0 0.0
C -4.070255 -4.489801 -12.000967 0.1 -0.4 0.0
C -4.079985 -4.053227 -10.552470 -0.4 0.3 0.0
O -2.799126 -3.440342 -10.359413 0.1 -0.3 -0.2
S -2.331898 -2.733295 -11.710139 -0.3 -0.5 0.1
O -2.659897 -1.353981 -11.635098 0.0 0.1 -0.4
O -1.027883 -3.180155 -12.025392 0.2 0.3 0.0
O -3.384068 -3.435741 -12.689704 -0.1 0.2 0.2
H -3.504225 -5.413203 -12.137366 0.0 0.0 0.0
H -5.070805 -4.616461 -12.404741 0.0 0.2 -0.1
H -4.212221 -4.882328 -9.863829 0.3 0.0 0.1
H -4.849349 -3.301103 -10.366510 0.0 0.0 0.0
C 2.817368 -10.213214 0.675253 -0.1 -0.4 -0.1
C 1.810344 -9.586023 -0.264840 0.3 0.4 -0.2
O 0.640998 -9.401735 0.538718 0.0 -0.3 0.2
S 1.070795 -9.088872 2.051802 0.4 -0.1 -0.4
O 1.047375 -7.691444 2.263031 0.8 -0.4 -1.1
O 0.377680 -9.984457 2.902513 -0.2 0.0 0.1
O 2.600232 -9.556708 1.930313 -0.1 0.2 -0.2
H 2.627002 -11.279883 0.808439 0.0 0.0 0.0
H 3.842773 -10.067573 0.346486 0.0 0.2 0.2
H 1.587228 -10.216194 -1.121066 -0.2 0.0 0.1
H 2.143243 -8.604722 -0.612455 0.0 0.0 0.0
```
Forces are in eV/Å.

Its HOMO energy is -8.220 eV. For the HOMO-LUMO gap, the calculation gives 8.07 eV.